8 unconnected molecules or ions with the total composition C36H56F6N2O20, computed with ωB97M-V with the def2-TZVPD basis set.

Geometry as ORCA input:
```
! wB97M-V def2-TZVPD RIJCOSX def2/J DEFGRID3
* xyz 0 1
C 2.17948 -1.76117 2.98808
C 1.17965 -0.53162 2.89122
C -0.10902 -0.89922 2.20043
C 0.73253 -0.11570 4.33290
C 1.80087 0.50427 5.15345
C 2.22610 1.75910 4.38874
C 2.72092 1.54461 2.93640
C 2.77078 2.89065 2.29360
C 4.12314 0.85589 2.90848
N 1.64153 0.69105 2.24450
O 2.16500 0.32085 0.94052
H 1.74854 -2.61679 2.46033
H 3.04402 -1.54495 2.35861
H 2.57843 -1.97372 3.99043
H -0.00206 -1.13095 1.12343
H -0.43736 -1.84732 2.63059
H -0.86193 -0.13638 2.30063
H -0.10259 0.58227 4.16597
H 0.40580 -0.99176 4.90099
H 1.54562 0.72187 6.16674
H 2.67417 -0.14976 5.15294
H 2.97136 2.38382 4.86847
H 1.36451 2.39936 4.24779
H 3.39758 3.53208 2.91865
H 1.75005 3.28003 2.27663
H 3.23789 2.86018 1.28891
H 4.26381 0.18853 2.04721
H 4.19504 0.36304 3.87910
H 4.96974 1.55723 2.91053
H 1.40028 0.63180 0.42072
C -2.92471 1.61506 0.92291
C -2.35981 3.08203 0.79623
C -0.87424 2.95327 0.42693
C -3.01867 3.93889 -0.32671
C -4.44925 4.33715 -0.07767
C -4.51781 5.05535 1.22426
C -3.86991 4.29667 2.39746
C -3.77987 5.37201 3.50841
C -4.75947 3.18312 2.84883
N -2.46620 3.91507 1.97209
O -1.88322 3.14421 3.11408
H -4.00605 1.57836 0.90399
H -2.44999 0.93519 0.25949
H -2.64773 1.24081 1.89699
H -0.29916 2.37422 1.16052
H -0.87877 2.43737 -0.52731
H -0.43768 3.94370 0.35734
H -2.50018 4.87550 -0.36787
H -2.96446 3.36327 -1.25194
H -4.79959 4.97625 -0.86996
H -5.06157 3.42835 -0.17456
H -5.50535 5.32360 1.61844
H -3.98696 5.97356 1.24701
H -3.30641 5.04312 4.44272
H -4.81751 5.68929 3.73395
H -3.15488 6.18814 3.18018
H -5.42364 3.55734 3.63744
H -4.11472 2.39246 3.27072
H -5.37943 2.72815 2.07995
H -1.21484 3.70844 3.52043
O -1.44758 -7.66933 -7.97442
C -0.71211 -6.86660 -7.49089
O 0.02843 -5.94942 -8.08872
C 0.45222 -4.95691 -7.14292
C 0.00451 -5.57967 -5.82237
F -1.06116 -4.91280 -5.28105
O -0.37922 -6.88306 -6.11731
H 1.51955 -4.94108 -7.14797
H -0.04034 -4.02148 -7.36808
H 0.75706 -5.57118 -4.99780
O 1.62021 -4.37847 -2.58464
C 2.04650 -4.83724 -1.55663
O 2.70613 -4.14536 -0.61414
C 3.27995 -4.98297 0.41652
C 2.38103 -6.23342 0.15776
F 1.26312 -6.22007 1.01992
O 1.83134 -6.10018 -1.15818
H 4.34805 -5.03598 0.27510
H 3.01940 -4.60214 1.38434
H 2.93284 -7.15978 0.38277
O -5.67434 -4.51773 0.77493
C -5.17354 -3.44132 0.56802
O -5.36215 -2.39734 1.35471
C -4.71920 -1.26727 0.78910
C -3.74456 -1.81150 -0.18112
F -2.43625 -1.86289 0.26734
O -4.25776 -3.15559 -0.50416
H -5.46835 -0.69290 0.27136
H -4.21164 -0.67638 1.56388
H -3.73163 -1.34416 -1.18459
O 7.92712 -1.27612 -1.16015
C 6.85874 -0.64638 -1.29037
O 5.70215 -1.12924 -0.92279
C 4.69350 -0.28534 -1.49578
C 5.47193 0.98738 -1.68340
F 5.49976 1.68858 -0.49809
O 6.77334 0.52287 -1.94993
H 4.37222 -0.70525 -2.42899
H 3.87674 -0.10781 -0.81406
H 5.12568 1.64905 -2.48122
O 2.52650 0.88338 -2.84792
C 1.57866 1.55439 -3.16685
O 1.00285 2.49790 -2.40025
C -0.17508 2.91598 -3.04827
C -0.07348 2.41164 -4.48433
F 0.49754 3.31936 -5.41471
O 0.83363 1.35715 -4.35292
H -1.00532 2.53073 -2.46153
H -0.23888 3.98591 -3.10464
H -0.95886 1.97233 -4.99115
O -1.87132 0.43292 -1.98552
C -1.08403 -0.44734 -2.05157
O 0.24408 -0.35498 -1.73838
C 0.80212 -1.65352 -2.04473
C -0.32953 -2.52965 -2.26799
F -0.67518 -3.22837 -1.19512
O -1.39105 -1.64483 -2.60502
H 1.25614 -1.43580 -3.00731
H 1.57817 -1.84337 -1.31187
H -0.31041 -3.22460 -3.11730
*
```

Summary:
* Kohn-Sham gap: 0.337 Eh
* E_LUMO: 0.10 eV
* HOMO energy: -0.3334 Ha
* SMILES: CC1(C)CCCC(C)(C)N1O.CC1(C)CCCC(C)(C)N1O.O=C1OC[C@@H](F)O1.O=C1OC[C@@H](F)O1.O=C1OC[C@@H](F)O1.O=C1OC[C@@H](F)O1.O=C1OC[C@@H](F)O1.O=C1OC[C@@H](F)O1



A molecular structure, C36H56N3OP2Ti, computed with ωB97M-V with the def2-TZVPD basis set.

Geometry as ORCA input:
```
! wB97M-V def2-TZVPD RIJCOSX def2/J DEFGRID3
* xyz 1 3
C -0.92028 -2.51241 -1.87309
C 1.33783 -2.11467 -1.36318
C -0.59946 -3.64221 -2.61516
C 1.68565 -3.35320 -1.95140
C 0.71671 -4.11576 -2.57072
H -1.38115 -4.12826 -3.19446
H 2.73605 -3.63323 -1.93438
H 0.96685 -5.06096 -3.04322
N 0.00544 -1.86658 -1.13940
P -2.62130 -0.96751 -0.33548
P 2.38727 0.45734 -0.33805
C -2.32482 -1.94140 -1.87976
H -2.46820 -1.30275 -2.76585
H -3.04548 -2.75830 -1.99612
C 0.15107 1.70949 0.76381
O 0.33383 2.80753 1.14411
C 2.33006 -1.14608 -1.06595
H 3.34098 -1.58141 -1.09474
C 3.59761 1.17251 -1.73374
C 3.44434 0.53341 1.28672
C -3.86092 0.41663 -0.72894
C -3.32661 -2.32934 0.76814
C 3.14329 2.62059 -1.86512
H 3.34826 3.22787 -0.97295
H 3.64843 3.10197 -2.71975
H 2.06168 2.62408 -2.04366
C 5.10769 1.08943 -1.49886
H 5.46466 1.62811 -0.61665
H 5.45582 0.04941 -1.45732
H 5.60612 1.55174 -2.36795
C 3.33688 0.41282 -3.03516
H 3.82456 0.93340 -3.87213
H 3.73977 -0.60565 -3.01798
H 2.26030 0.36360 -3.24098
C 3.89940 1.98960 1.51960
H 3.03542 2.66471 1.58945
H 4.44198 2.03874 2.47675
H 4.57179 2.38012 0.74977
C 2.58036 0.13425 2.48551
H 1.70898 0.78213 2.61184
H 2.24028 -0.90329 2.42314
H 3.19084 0.22003 3.39905
C 4.61151 -0.45346 1.25504
H 5.33686 -0.26738 0.46227
H 5.15529 -0.37202 2.20852
H 4.25215 -1.48450 1.15824
C -3.66968 -1.71412 2.13429
H -4.14055 -2.49605 2.75028
H -2.76929 -1.36760 2.65088
H -4.37293 -0.87453 2.05872
C -2.24024 -3.40350 0.96227
H -1.96114 -3.89223 0.02035
H -1.33948 -2.99278 1.42552
H -2.64257 -4.17672 1.63418
C -4.57003 -3.01377 0.16718
H -4.77967 -3.91205 0.76801
H -5.46326 -2.38297 0.21126
H -4.42633 -3.34651 -0.86709
C -3.78901 0.73964 -2.22591
H -4.22408 -0.05559 -2.84618
H -4.36300 1.65842 -2.42383
H -2.75523 0.91251 -2.54006
C -3.42386 1.65519 0.07818
H -2.41326 1.99309 -0.19632
H -4.12632 2.47467 -0.13868
H -3.44063 1.46254 1.16047
C -5.31226 0.06615 -0.38301
H -5.68476 -0.77680 -0.97806
H -5.45944 -0.14001 0.68316
H -5.93847 0.93796 -0.63097
Ti -0.22256 -0.10832 0.02505
N -0.38592 0.80501 -1.78094
C 0.37636 1.17893 -2.62214
C 0.16062 2.14872 -3.84523
C 1.22189 1.91696 -4.90926
C -1.21098 1.87211 -4.45135
C 0.19298 3.58476 -3.32108
H 2.21655 2.18667 -4.53146
H 1.22820 0.85730 -5.20605
H 1.01724 2.53067 -5.80105
H -2.00756 2.22200 -3.78755
H -1.32905 2.40092 -5.40833
H -1.35850 0.79963 -4.62693
H -0.13702 4.28090 -4.10326
H -0.47017 3.69041 -2.45125
H 1.19410 3.89423 -3.00709
N -0.37957 -0.85521 1.93800
C -0.39095 -1.08425 3.09572
C -0.32839 -1.31409 4.47275
C -1.20513 -0.61845 5.34173
C -1.11798 -0.83681 6.71566
C -0.17165 -1.72940 7.23362
C 0.69103 -2.42275 6.37358
C 0.61891 -2.22795 4.99463
H -1.92810 0.08597 4.92157
H -1.79400 -0.30126 7.38521
H -0.10564 -1.88709 8.31473
H 1.42682 -3.11914 6.77700
H 1.27896 -2.76702 4.30936
*
```

Summary:
* Kohn-Sham gap (alpha / beta): 0.202 / 0.210 Eh
* ⟨S²⟩: 2.01
* E_LUMO (alpha / beta): -3.24 / -3.13 eV
* HOMO energy (alpha / beta): -0.3206 / -0.3245 Ha